Entry 1:
{
  "formula": "C25H72F3N6O9S",
  "method": "ωB97M-V/def2-TZVPD",
  "species": ["C", "C", "C", "O", "C", "N", "H", "H", "H", "H", "H", "H", "H", "H", "H", "H", "H", "H", "C", "C", "C", "O", "C", "N", "H", "H", "H", "H", "H", "H", "H", "H", "H", "H", "H", "H", "C", "C", "C", "O", "C", "N", "H", "H", "H", "H", "H", "H", "H", "H", "H", "H", "H", "H", "C", "C", "C", "O", "C", "N", "H", "H", "H", "H", "H", "H", "H", "H", "H", "H", "H", "H", "C", "C", "C", "O", "C", "N", "H", "H", "H", "H", "H", "H", "H", "H", "H", "H", "H", "H", "C", "C", "C", "O", "C", "N", "H", "H", "H", "H", "H", "H", "H", "H", "H", "H", "H", "H", "C", "F", "F", "F", "S", "O", "O", "O"],
  "xyz": [[-0.547, -5.328, 5.047], [0.401, -6.397, 5.596], [-0.143, -7.804, 5.521], [0.924, -8.712, 5.705], [0.477, -10.010, 6.065], [1.758, -6.304, 4.899], [1.689, -6.410, 3.886], [2.219, -5.424, 5.135], [2.381, -7.058, 5.216], [-0.979, -5.610, 4.089], [-0.141, -4.318, 5.056], [-1.403, -5.283, 5.720], [0.667, -6.175, 6.629], [-0.564, -8.063, 4.545], [-0.887, -7.875, 6.320], [-0.173, -10.424, 5.286], [-0.056, -10.003, 7.019], [1.355, -10.643, 6.162], [-6.541, -1.991, 11.021], [-6.550, -2.556, 9.624], [-6.762, -4.085, 9.595], [-6.669, -4.715, 8.335], [-5.292, -5.013, 8.037], [-7.697, -1.839, 8.904], [-8.597, -2.224, 9.228], [-7.717, -0.847, 9.156], [-7.822, -1.928, 7.895], [-5.801, -2.455, 11.670], [-7.507, -2.210, 11.497], [-6.484, -0.909, 11.162], [-5.684, -2.232, 9.044], [-7.764, -4.178, 10.030], [-6.087, -4.536, 10.324], [-4.675, -5.329, 8.875], [-4.943, -4.091, 7.555], [-5.163, -5.751, 7.246], [-8.180, -6.959, 5.392], [-8.786, -6.161, 4.256], [-10.294, -6.280, 4.185], [-10.687, -5.435, 3.122], [-11.951, -4.812, 3.308], [-8.416, -4.698, 4.453], [-8.625, -4.172, 3.602], [-8.937, -4.288, 5.231], [-7.422, -4.620, 4.686], [-8.800, -7.813, 5.661], [-8.114, -6.393, 6.325], [-7.182, -7.272, 5.094], [-8.445, -6.304, 3.230], [-10.771, -6.018, 5.135], [-10.491, -7.320, 3.908], [-11.989, -4.096, 4.131], [-12.747, -5.538, 3.517], [-12.372, -4.381, 2.401], [-5.549, -16.719, 1.599], [-4.786, -15.473, 1.141], [-4.804, -14.298, 2.104], [-4.083, -13.230, 1.518], [-4.014, -12.070, 2.331], [-3.377, -15.913, 0.785], [-3.424, -16.570, -0.007], [-2.750, -15.181, 0.441], [-2.909, -16.511, 1.475], [-5.819, -17.345, 0.748], [-6.412, -16.440, 2.196], [-4.919, -17.393, 2.187], [-5.244, -15.134, 0.213], [-4.406, -14.549, 3.095], [-5.849, -14.025, 2.285], [-4.275, -12.233, 3.382], [-4.673, -11.269, 1.992], [-2.980, -11.724, 2.342], [-4.552, -8.291, -0.336], [-4.791, -6.898, 0.169], [-4.879, -5.877, -0.967], [-4.972, -4.583, -0.422], [-5.022, -3.564, -1.415], [-6.173, -6.856, 0.819], [-6.305, -7.513, 1.591], [-6.400, -5.945, 1.221], [-6.895, -7.023, 0.112], [-5.369, -8.583, -0.996], [-4.469, -9.015, 0.477], [-3.560, -8.363, -0.781], [-4.066, -6.466, 0.856], [-5.715, -6.064, -1.654], [-3.956, -5.989, -1.548], [-4.233, -3.725, -2.157], [-4.831, -2.601, -0.947], [-5.977, -3.540, -1.944], [-4.046, -0.921, 1.654], [-3.398, -2.293, 1.748], [-1.950, -2.327, 2.229], [-1.426, -3.635, 2.284], [-1.138, -4.177, 1.003], [-4.253, -3.238, 2.549], [-4.465, -2.923, 3.495], [-5.135, -3.433, 2.072], [-3.804, -4.169, 2.559], [-4.073, -0.402, 2.615], [-5.046, -0.976, 1.215], [-3.564, -0.226, 0.965], [-3.408, -2.688, 0.732], [-1.907, -1.946, 3.254], [-1.296, -1.680, 1.642], [-1.989, -4.293, 0.326], [-0.689, -5.154, 1.182], [-0.355, -3.584, 0.521], [-4.254, -8.337, 4.063], [-5.134, -8.687, 4.982], [-3.081, -8.832, 4.392], [-4.571, -8.841, 2.855], [-4.141, -6.461, 3.953], [-3.193, -6.167, 2.884], [-5.491, -5.943, 3.678], [-3.644, -6.057, 5.244]],
  "total_charge": 5,
  "de_lowest_kj_mol": 143.59,
  "spin_multiplicity": 1,
  "e_homo_ev": -19.6,
  "homo_lumo_gap_ha": 0.314
}

Entry 2:
{
  "formula": "C25H72N6O13",
  "method": "ωB97M-V/def2-TZVPD",
  "species": ["C", "C", "C", "O", "H", "H", "H", "H", "H", "H", "H", "H", "C", "C", "C", "O", "H", "H", "H", "H", "H", "H", "H", "H", "C", "C", "C", "O", "H", "H", "H", "H", "H", "H", "H", "H", "C", "C", "C", "O", "H", "H", "H", "H", "H", "H", "H", "H", "C", "C", "C", "O", "H", "H", "H", "H", "H", "H", "H", "H", "C", "C", "C", "O", "H", "H", "H", "H", "H", "H", "H", "H", "C", "O", "N", "N", "H", "H", "H", "H", "C", "O", "N", "N", "H", "H", "H", "H", "C", "O", "N", "N", "H", "H", "H", "H", "C", "C", "O", "O", "H", "H", "H", "H", "H", "H", "C", "C", "O", "O", "H", "H", "H", "H", "H", "H"],
  "xyz": [[2.768, 2.050, 0.266], [4.212, 1.801, 0.460], [5.139, 2.844, -0.145], [4.288, 1.736, 1.938], [2.242, 1.471, 0.991], [2.490, 1.889, -0.752], [2.534, 3.077, 0.563], [4.478, 0.815, 0.049], [5.131, 2.762, -1.234], [6.213, 2.623, 0.085], [4.900, 3.821, 0.277], [5.178, 1.855, 2.160], [-1.757, 5.248, -0.535], [-0.874, 4.300, 0.138], [0.272, 4.917, 0.910], [-1.662, 3.464, 1.071], [-1.244, 6.040, -1.043], [-2.369, 5.728, 0.211], [-2.348, 4.748, -1.237], [-0.410, 3.623, -0.583], [0.714, 4.085, 1.445], [-0.163, 5.685, 1.541], [1.067, 5.379, 0.321], [-2.065, 2.688, 0.586], [1.493, -5.078, -2.296], [0.777, -4.232, -1.275], [-0.412, -4.948, -0.596], [1.605, -3.584, -0.267], [1.726, -6.029, -1.848], [2.353, -4.571, -2.774], [0.837, -5.361, -3.107], [0.398, -3.389, -1.863], [-0.966, -4.218, -0.020], [-0.186, -5.770, 0.070], [-1.049, -5.270, -1.426], [1.168, -3.563, 0.611], [3.118, -2.010, -5.226], [2.927, -1.134, -3.965], [3.586, -1.602, -2.748], [3.323, 0.187, -4.294], [2.488, -1.680, -6.052], [2.722, -2.962, -5.018], [4.182, -1.967, -5.547], [1.869, -1.097, -3.633], [3.320, -0.947, -1.895], [4.672, -1.688, -2.907], [3.174, -2.620, -2.547], [3.208, 0.753, -3.499], [-1.619, -1.474, -0.147], [-1.775, -0.302, 0.772], [-0.374, 0.157, 1.187], [-2.533, 0.667, 0.022], [-1.015, -1.261, -1.035], [-2.524, -1.906, -0.476], [-0.992, -2.226, 0.359], [-2.393, -0.503, 1.626], [-0.431, 1.039, 1.844], [0.150, 0.360, 0.256], [0.210, -0.706, 1.689], [-3.315, 0.924, 0.521], [0.086, 3.335, -3.744], [0.109, 1.807, -3.899], [-0.099, 1.094, -2.563], [-0.895, 1.351, -4.818], [-0.120, 3.968, -4.587], [0.934, 3.674, -3.179], [-0.758, 3.509, -3.091], [1.104, 1.467, -4.311], [0.082, 0.013, -2.622], [-1.143, 1.278, -2.224], [0.537, 1.571, -1.833], [-0.631, 1.655, -5.690], [2.628, -1.800, 2.367], [1.757, -2.639, 2.487], [3.521, -1.805, 1.143], [2.918, -0.827, 3.253], [3.099, -2.419, 0.405], [3.859, -0.967, 0.776], [2.042, -0.584, 3.821], [3.650, -0.163, 2.964], [-1.473, 2.508, 4.211], [-1.657, 1.408, 4.734], [-2.568, 3.184, 3.830], [-0.227, 2.950, 4.046], [-3.389, 2.577, 3.778], [-2.556, 3.791, 2.985], [0.012, 3.786, 3.569], [0.345, 2.459, 4.712], [-4.953, 0.146, 2.807], [-4.665, 1.222, 2.250], [-6.098, -0.491, 2.524], [-4.207, -0.323, 3.863], [-5.973, -1.514, 2.725], [-6.643, -0.263, 1.706], [-4.284, -1.310, 4.005], [-3.280, 0.114, 3.893], [-3.940, -2.333, -4.282], [-3.226, -1.218, -3.521], [-4.144, -0.821, -2.483], [-4.256, -3.488, -3.464], [-3.362, -2.751, -5.130], [-4.907, -2.047, -4.698], [-2.918, -0.400, -4.152], [-2.322, -1.608, -3.105], [-3.617, -0.459, -1.752], [-4.504, -3.177, -2.574], [-0.737, -2.723, 5.249], [-0.083, -1.465, 5.867], [0.257, -0.618, 4.771], [0.206, -3.613, 4.574], [-1.571, -2.518, 4.590], [-1.100, -3.318, 6.089], [0.903, -1.850, 6.200], [-0.561, -1.013, 6.751], [-0.409, 0.088, 4.759], [0.769, -3.071, 4.041]],
  "de_lowest_kj_mol": 0.00,
  "spin_multiplicity": 1,
  "smiles": "NC(N)=O.NC(N)=O.NC(N)=O.CC(C)O.CC(C)O.CC(C)O.CC(C)O.CC(C)O.CC(C)O.OCCO.OCCO",
  "e_homo_ev": -9.6,
  "homo_lumo_gap_ha": 0.362
}